(1)
{"formula": "C34H47BaN9P2", "method": "ωB97M-V/def2-TZVPD", "e_tot_ha": -2524.67407, "e_above_lowest_kcal_mol": 43.9, "e_lumo_ev": -0.679, "gap_ev": 2.44, "species": ["Ba", "C", "N", "C", "C", "N", "C", "P", "C", "N", "C", "C", "N", "C", "C", "N", "C", "C", "N", "C", "H", "H", "H", "H", "H", "H", "H", "H", "H", "H", "H", "H", "H", "H", "H", "N", "C", "C", "N", "C", "C", "N", "H", "H", "H", "H", "H", "H", "H", "H", "H", "H", "H", "H", "H", "C", "P", "C", "C", "H", "H", "H", "H", "H", "H", "H", "H", "H", "C", "C", "C", "C", "C", "C", "C", "C", "C", "C", "C", "C", "C", "C", "C", "H", "H", "H", "H", "H", "H", "H", "H", "H", "H"], "xyz": [[0.4926, 0.1331, 0.3859], [3.2797, -2.9813, -3.8473], [2.5965, -2.7698, -2.5864], [2.2118, -3.7427, -1.7097], [1.6075, -3.0980, -0.6696], [1.6114, -1.7544, -0.8877], [2.2026, -1.5709, -2.0555], [2.5416, -0.0511, -2.9544], [3.0143, 1.0602, -1.5816], [2.7468, 0.9149, -0.2884], [3.6624, 1.6516, 0.3925], [4.5146, 2.2555, -0.4882], [4.1167, 1.8671, -1.7342], [4.7247, 2.2882, -2.9802], [0.8045, 0.3381, -3.4253], [-0.2552, -0.3821, -3.0749], [-1.2016, -0.1516, -4.0195], [-0.7320, 0.7235, -4.9607], [0.5476, 1.0184, -4.5947], [1.4582, 1.9048, -5.2860], [3.4746, -4.0427, -3.9729], [4.2285, -2.4473, -3.8669], [2.6706, -2.6373, -4.6829], [2.3892, -4.7850, -1.9114], [1.1804, -3.5098, 0.2316], [3.6436, 1.6895, 1.4705], [5.3644, 2.9002, -0.3418], [5.5922, 2.9042, -2.7613], [4.0255, 2.8665, -3.5833], [5.0483, 1.4257, -3.5626], [-2.1779, -0.6066, -3.9657], [-1.1870, 1.1457, -5.8407], [1.0079, 2.2244, -6.2216], [2.3947, 1.3888, -5.5028], [1.6785, 2.7878, -4.6850], [0.1138, 2.2909, -1.0974], [-1.2053, 2.9171, -1.1539], [-2.2744, 1.8354, -1.1269], [-2.1567, 1.0637, 0.1043], [-3.1346, -0.0147, 0.2288], [-2.7007, -1.2290, -0.5863], [-1.4280, -1.7230, -0.0641], [0.8419, 2.9930, -1.0269], [0.2825, 1.7668, -1.9491], [-1.3474, 3.5545, -2.0355], [-1.3201, 3.5452, -0.2675], [-2.1160, 1.1709, -1.9768], [-3.2713, 2.2861, -1.2472], [-2.2642, 1.6918, 0.8963], [-4.1403, 0.3014, -0.0847], [-3.1708, -0.3068, 1.2804], [-2.5505, -0.9410, -1.6279], [-3.4956, -1.9832, -0.5628], [-1.0165, -2.3871, -0.7121], [-1.5746, -2.2005, 0.8220], [-0.9394, 3.9373, 2.6227], [0.6717, 3.6263, 1.7848], [1.7840, 3.5477, 3.2473], [1.0552, 5.3594, 1.2429], [-0.8368, 4.6903, 3.4050], [-1.2862, 3.0029, 3.0689], [-1.6799, 4.2810, 1.8961], [1.5401, 4.3165, 3.9820], [2.8164, 3.6846, 2.9161], [1.6929, 2.5586, 3.6996], [0.8615, 6.0744, 2.0445], [0.4473, 5.6282, 0.3758], [2.1078, 5.4204, 0.9592], [-0.0616, -0.1586, 2.8653], [-0.4197, -0.2392, 4.0509], [-0.8701, -0.3276, 5.3847], [-1.2285, 0.8910, 6.0772], [-2.1818, 0.9440, 7.1221], [-2.5260, 2.1376, 7.7297], [-1.9536, 3.3418, 7.3293], [-1.0313, 3.3203, 6.2891], [-0.6801, 2.1307, 5.6775], [-0.9807, -1.6469, 5.9739], [-0.9136, -1.8736, 7.3680], [-1.0200, -3.1445, 7.9029], [-1.1771, -4.2561, 7.0807], [-1.1924, -4.0652, 5.7037], [-1.0893, -2.7967, 5.1606], [-2.6779, 0.0341, 7.4304], [-3.2656, 2.1366, 8.5237], [-2.2254, 4.2733, 7.8116], [-0.5771, 4.2517, 5.9617], [0.0489, 2.1146, 4.8782], [-0.7426, -1.0336, 8.0273], [-0.9599, -3.2761, 8.9783], [-1.2710, -5.2492, 7.5042], [-1.2877, -4.9253, 5.0479], [-1.0932, -2.6590, 4.0856]]}


(2)
{"formula": "C16H21N3O5", "method": "ωB97M-V/def2-TZVPD", "e_tot_ha": -1162.75398, "e_above_lowest_kcal_mol": 50.9, "e_lumo_ev": 0.672, "gap_ev": 9.52, "species": ["C", "C", "H", "H", "O", "C", "O", "C", "C", "N", "N", "C", "H", "C", "H", "H", "C", "H", "H", "O", "C", "O", "C", "C", "C", "H", "H", "H", "H", "H", "N", "C", "O", "C", "C", "C", "H", "H", "H", "H", "H", "H", "H", "H", "H"], "xyz": [[0.5774, 4.3426, 1.0719], [-0.1440, 3.1084, 1.5937], [-1.1495, 3.3768, 1.9322], [0.4099, 2.6405, 2.4117], [-0.2525, 2.0978, 0.5912], [-1.2862, 2.2317, -0.2941], [-2.0818, 3.1336, -0.2244], [-1.3074, 1.1663, -1.2770], [-0.3976, 0.1219, -1.4904], [-0.8853, -0.6138, -2.5074], [-2.0430, -0.1127, -2.9622], [-2.3100, 0.9483, -2.2479], [-3.1900, 1.5330, -2.4195], [-0.4747, -1.9047, -2.9894], [0.6157, -1.9661, -2.9837], [-0.8575, -2.0052, -4.0059], [-1.0858, -3.0085, -2.1160], [-0.7651, -3.9890, -2.4714], [-2.1785, -2.9305, -2.1293], [-0.6319, -2.8950, -0.7702], [-1.4427, -2.2624, 0.0979], [-2.5358, -1.8422, -0.1792], [-0.8103, -2.1689, 1.4353], [-1.7291, -2.1997, 2.6317], [-1.0851, -0.9199, 2.2388], [-0.2886, -0.5268, 2.8532], [-1.7023, -0.1689, 1.7694], [-1.3823, -2.7135, 3.5148], [-2.7820, -2.3152, 2.4263], [0.1593, -2.6431, 1.4997], [0.7637, -0.0875, -0.7692], [1.9854, -0.5295, -1.1997], [2.1935, -0.9655, -2.3135], [3.0724, -0.4360, -0.1876], [2.8227, -0.5744, 1.2918], [3.2012, 0.7530, 0.7326], [4.1962, 1.1281, 0.9174], [2.4537, 1.5301, 0.6758], [1.8089, -0.7297, 1.6262], [3.5555, -1.1212, 1.8656], [3.9918, -0.8557, -0.5766], [0.7410, 0.4336, 0.1000], [1.5638, 4.0809, 0.6942], [0.0005, 4.7931, 0.2683], [0.6862, 5.0657, 1.8750]]}


(3)
{"formula": "C43H43AgN6O5PS2", "method": "ωB97M-V/def2-TZVPD", "total_charge": 1, "e_tot_ha": -3653.54680, "e_above_lowest_kcal_mol": 0.0, "e_lumo_ev": [-2.875, -2.874], "gap_ev": [6.23, 6.23], "species": ["Ag", "C", "C", "C", "C", "C", "C", "C", "S", "O", "C", "C", "C", "C", "C", "C", "C", "C", "C", "C", "C", "C", "C", "C", "C", "C", "C", "C", "C", "C", "S", "O", "C", "C", "C", "C", "C", "C", "C", "H", "H", "H", "H", "H", "H", "H", "H", "H", "H", "H", "H", "H", "H", "H", "H", "H", "H", "H", "H", "H", "H", "H", "H", "H", "H", "N", "N", "N", "C", "N", "N", "H", "H", "H", "C", "O", "P", "O", "C", "O", "C", "H", "H", "H", "H", "H", "H", "H", "H", "H", "C", "C", "C", "N", "C", "C", "H", "H", "H", "H", "H"], "xyz": [[0.4904, -1.0041, 2.2070], [-4.2544, -4.7187, -4.3350], [-3.2432, -3.9973, -3.4987], [-3.5919, -3.6513, -2.1894], [-2.7106, -2.9267, -1.4099], [-1.4491, -2.5973, -1.9278], [-1.0907, -3.0215, -3.2280], [-1.9801, -3.6833, -4.0324], [-0.1978, -1.6135, -1.1508], [-2.0155, -0.7145, 1.4329], [-0.7338, -0.0023, -1.7003], [-2.0482, 0.4710, -1.4505], [-2.7800, 1.1192, -2.4089], [-2.1895, 1.3233, -3.6890], [-2.9344, 1.7994, -4.7992], [-2.3807, 1.8755, -6.0494], [-1.0268, 1.5148, -6.2403], [-0.2774, 1.0622, -5.1680], [-0.7833, 1.0715, -3.8480], [0.0112, 0.6801, -2.6953], [1.4287, 0.9087, -2.6275], [2.0738, 1.9727, -3.4288], [1.4176, 3.1562, -3.8067], [2.0182, 4.0972, -4.6222], [3.3252, 3.9023, -5.0779], [4.0354, 2.7892, -4.6397], [3.4534, 1.8704, -3.7362], [4.2383, 0.9143, -3.0877], [3.6662, 0.0656, -2.1508], [2.3189, 0.2153, -1.7780], [2.0443, -0.0999, 0.0124], [3.3766, -0.6693, 0.4338], [1.8265, 1.6513, 0.5698], [2.9521, 2.4308, 0.5993], [2.8404, 3.7513, 1.0592], [1.6020, 4.2533, 1.4435], [1.5351, 5.6546, 1.9938], [0.4525, 3.4538, 1.3451], [0.5735, 2.1305, 0.9058], [-5.2571, -4.3925, -4.0543], [-4.2072, -5.8032, -4.1854], [-4.0680, -4.5018, -5.4046], [-4.5590, -3.9477, -1.7944], [-3.0071, -2.5824, -0.4204], [-0.1223, -2.7186, -3.6138], [-1.7172, -3.9659, -5.0461], [-2.4746, 0.2241, -0.4798], [-3.8160, 1.4213, -2.2173], [-3.9675, 2.0837, -4.6157], [-2.9506, 2.2058, -6.9081], [-0.5874, 1.5995, -7.2267], [0.7354, 0.6955, -5.3173], [0.3952, 3.3131, -3.4438], [1.4512, 4.9870, -4.8917], [3.7673, 4.6099, -5.7602], [5.0669, 2.6183, -4.9390], [5.2973, 0.8780, -3.2925], [4.2734, -0.6819, -1.6225], [3.9043, 2.0464, 0.2411], [3.7303, 4.3725, 1.1323], [2.5375, 5.9703, 2.2979], [0.8937, 5.7417, 2.8696], [1.1754, 6.3779, 1.2565], [-0.5053, 3.8698, 1.5975], [-0.3127, 1.5299, 0.8145], [-1.9017, -2.7626, 7.1055], [-0.7448, -2.4300, 6.4743], [0.1446, -1.4859, 6.9177], [0.9875, -1.4360, 5.8939], [0.6734, -2.2668, 4.8780], [-0.4181, -2.8882, 5.2307], [-2.1734, -2.1818, 7.9140], [-2.5981, -3.1549, 6.4583], [1.8581, -0.7760, 5.8993], [-4.3446, -3.2870, 3.2409], [-3.8067, -2.3589, 2.2155], [-2.3957, -1.6850, 2.4667], [-2.5480, -1.0337, 3.8957], [-2.2319, 0.3786, 4.2436], [-1.3650, -2.9057, 2.5347], [-1.2392, -4.0683, 1.6753], [-5.0361, -3.9594, 2.7098], [-4.8970, -2.7051, 3.9908], [-3.5444, -3.8384, 3.7371], [-3.0408, 0.7061, 4.9121], [-2.1867, 0.9899, 3.3450], [-1.2791, 0.3879, 4.7957], [-0.7483, -4.8284, 2.2912], [-0.6436, -3.8115, 0.8110], [-2.2230, -4.4245, 1.3579], [4.6963, 0.7752, 4.3118], [3.6078, 1.6508, 4.2286], [2.3748, 1.1468, 3.7981], [2.1951, -0.1191, 3.3844], [3.2810, -0.9233, 3.3687], [4.5108, -0.5417, 3.9095], [5.6707, 1.1224, 4.6565], [3.7052, 2.6919, 4.5226], [1.5085, 1.8105, 3.7403], [3.1675, -1.8946, 2.8960], [5.3162, -1.2785, 3.9868]]}


(4)
{"formula": "CH8O5", "method": "ωB97M-V/def2-TZVPD", "total_charge": 1, "e_tot_ha": -418.66041, "e_above_lowest_kcal_mol": 61.2, "e_lumo_ev": [-6.832, -11.672], "spin_multiplicity": 2, "gap_ev": [6.50, 1.66], "species": ["O", "C", "O", "H", "H", "H", "H", "O", "H", "H", "O", "H", "H", "O"], "xyz": [[-0.4650, 2.1027, 4.7930], [-0.0370, 2.0960, 3.6863], [-0.7346, 2.6766, 2.6902], [0.8930, 1.5295, 3.4186], [-0.9136, 3.5470, 3.0745], [1.2533, 0.8510, -4.0802], [0.9110, 0.5402, -2.6433], [1.6302, 0.9310, -3.1688], [0.6028, -2.0218, -1.2617], [1.8693, -1.5589, -2.0591], [1.5692, -1.9175, -1.2460], [-2.3202, -2.1336, -1.0369], [-2.4746, -3.6821, -1.1332], [-1.7838, -2.9600, -1.0336]]}


no.,largest force on an atom (Eh/bohr)
1,0.0602
2,0.0184
3,0.0689
4,0.0860